C18H22N2O4 | wB97M-V/def2-TZVPD

- orbital gap (eV) = 8.93
- structure (SMILES) = COc1ccccc1C(=O)NCCC(=O)N(C)Cc1ccc(C)o1
- HOMO level (eV) = -8.1

ORCA input file:
```
! RIJCOSX wB97M-V def2-TZVPD def2/J DEFGRID3
* xyz 0 1
C 4.0856 0.4919 2.3994
O 3.5777 0.4988 1.0846
C 3.4046 -0.6829 0.4258
C 3.9449 -1.8785 0.8926
C 3.7830 -3.0596 0.1918
C 3.0702 -3.0742 -0.9932
C 2.5182 -1.8971 -1.4544
C 2.6666 -0.6910 -0.7730
C 1.9303 0.4647 -1.3655
O 1.1501 0.2976 -2.2930
N 2.1816 1.6921 -0.8561
C 1.2876 2.7939 -1.1211
C 0.2867 2.9746 0.0349
C -0.1993 1.6149 0.5238
O 0.2544 1.1424 1.5550
N -1.1066 0.9577 -0.2229
C -1.6464 1.3901 -1.4900
C -1.4375 -0.4150 0.1379
C -2.8754 -0.5560 0.5058
C -3.5507 -0.2527 1.6493
C -4.9108 -0.5664 1.4039
C -4.9734 -1.0374 0.1267
C -6.1122 -1.5262 -0.6949
O -3.7400 -1.0285 -0.4261
H 3.9923 1.5182 2.7516
H 3.4998 -0.1639 3.0481
H 5.1398 0.1976 2.4222
H 4.5059 -1.8947 1.8134
H 4.2184 -3.9684 0.5802
H 2.9405 -3.9922 -1.5451
H 1.9394 -1.8760 -2.3658
H 2.7199 1.7399 -0.0037
H 1.8724 3.7092 -1.2525
H 0.7714 2.5646 -2.0549
H -0.5350 3.6222 -0.2676
H 0.7965 3.4350 0.8837
H -1.0152 1.0318 -2.3085
H -2.6429 0.9641 -1.6043
H -1.7293 2.4727 -1.5375
H -0.8055 -0.6785 0.9893
H -1.2076 -1.0655 -0.7121
H -3.1276 0.1404 2.5506
H -5.7286 -0.4586 2.0868
H -5.9282 -2.5464 -1.0294
H -6.2417 -0.9025 -1.5791
H -7.0242 -1.5023 -0.1066
*
```